Record 1
Here is the ion CH4O4P with charge -1 in a non-equilibrium geometry from OMol25. Energies are from ωB97M-V/def2-TZVPD.

Values from the calculation:
Orbital gap   9.52 eV
Molar mass   111.0 g/mol
Charge   -1
SMILES   C[P@](=O)([O-])OO
Energy relative to the best compared isomer or geometry (same formula, charge and spin)   25.8 kcal per mole

Each line ends with the Mulliken charge.
Atoms and positions in Å:
C: -0.505 0.600 -0.152  -0.734
P: 1.394 0.583 0.030  0.853
O: 1.717 0.149 1.462  -0.812
O: 1.963 1.837 -0.492  -0.710
O: 1.925 -0.756 -0.881  -0.260
O: 1.973 -1.957 -0.085  -0.383
H: -0.714 0.580 -1.257  0.243
H: -0.853 -0.404 0.222  0.192
H: -0.623 1.589 0.386  0.246
H: 1.664 -1.638 0.834  0.364

Atoms 1-6, force components in eV/Å:
C 2.2 -0.6 -0.8
P -0.2 -1.5 2.0
O -0.8 0.1 -1.1
O 0.0 0.2 -0.8
O -0.3 0.8 0.1
O -0.7 0.1 1.1

=====

Record 2
Here is a structure of composition C25H43IrN4O3SSb2 in a non-equilibrium geometry from OMol25. Energies are from ωB97M-V/def2-TZVPD.

Values from the calculation:
Orbital gap (alpha / beta)   6.05 / 5.40 eV
Molar mass   915.4 g/mol
Expectation value of S²   0.760
Multiplicity   2
Charge   +3
Energy relative to the best compared isomer or geometry (same formula, charge and spin)   0.0 kcal per mole

Each line ends with the Löwdin spin population.
Atoms and positions in Å:
Ir: -0.349 -0.362 -0.042  0.675
C: 2.312 0.551 -3.441  -0.002
Sb: 2.162 -0.201 -1.486  0.013
C: 3.820 -1.501 -1.338  -0.004
C: 2.906 1.446 -0.201  0.022
C: 3.107 2.561 -1.157  0.002
C: 4.336 2.685 -1.808  0.007
C: 4.528 3.643 -2.791  -0.001
C: 3.481 4.488 -3.128  0.010
C: 2.263 4.399 -2.462  0.000
C: 2.057 3.449 -1.473  0.006
C: 0.759 3.419 -0.701  -0.002
Sb: -0.641 1.913 -1.272  -0.012
C: -0.902 2.339 -3.324  -0.004
C: -2.413 2.744 -0.491  -0.001
H: 3.296 1.009 -3.512  0.000
H: 1.558 1.283 -3.684  0.000
H: 2.232 -0.303 -4.109  0.000
H: 4.684 -0.866 -1.543  0.000
H: 3.750 -2.287 -2.084  0.000
H: 3.913 -1.926 -0.341  0.000
H: 3.824 0.994 0.172  0.001
H: 2.176 1.560 0.591  -0.001
H: 5.149 2.021 -1.534  0.000
H: 5.487 3.739 -3.281  0.000
H: 3.619 5.246 -3.888  0.000
H: 1.477 5.106 -2.704  0.000
H: 0.215 4.355 -0.836  0.000
H: 0.939 3.310 0.368  0.000
H: -1.320 3.346 -3.301  -0.001
H: -1.606 1.658 -3.797  0.000
H: 0.034 2.348 -3.865  0.000
H: -2.404 3.807 -0.732  0.000
H: -2.432 2.596 0.584  0.002
H: -3.281 2.275 -0.944  0.000
C: -0.761 1.678 6.556  0.001
C: -1.720 1.280 5.450  0.001
N: -1.093 1.345 4.108  0.016
C: -0.681 0.401 3.283  0.014
S: -0.143 1.101 1.712  0.157
N: -0.553 -0.879 3.547  0.003
C: -0.607 -1.602 4.836  0.000
C: -1.918 -2.337 5.051  0.000
H: -1.284 1.670 7.511  0.000
H: -0.374 2.685 6.399  0.000
H: 0.086 0.994 6.625  0.000
H: -2.570 1.959 5.401  0.000
H: -2.128 0.287 5.591  0.000
H: -0.965 2.283 3.754  0.000
H: -0.433 -1.462 2.730  0.000
H: -0.383 -0.903 5.634  0.000
H: 0.226 -2.302 4.803  0.000
H: -2.775 -1.663 5.029  0.000
H: -1.904 -2.838 6.018  0.000
H: -2.071 -3.098 4.285  0.000
C: -3.248 -2.379 -1.626  0.001
C: -3.497 -1.062 -0.976  0.003
C: -4.909 -0.634 -0.772  0.004
O: -2.587 -0.300 -0.623  0.070
H: -3.918 -2.500 -2.479  0.000
H: -3.503 -3.173 -0.918  0.000
H: -2.216 -2.475 -1.949  0.000
H: -5.484 -1.444 -0.320  0.000
H: -5.366 -0.445 -1.748  0.000
H: -4.963 0.260 -0.158  0.000
C: 0.961 -4.693 -3.423  0.000
N: 0.421 -4.070 -2.191  0.000
C: -0.205 -4.828 -1.231  -0.001
C: -0.664 -4.326 -0.052  0.000
C: -0.487 -2.936 0.118  0.002
O: -0.815 -2.145 1.076  0.003
N: 0.078 -2.217 -0.867  0.005
C: 0.586 -2.738 -1.988  0.003
O: 1.264 -1.974 -2.719  0.006
H: 1.087 -5.755 -3.241  0.000
H: 1.923 -4.246 -3.652  0.000
H: 0.274 -4.531 -4.249  0.000
H: -0.288 -5.879 -1.475  0.000
H: -1.128 -4.953 0.693  0.000

Atoms 1-6, force components in eV/Å:
Ir 1.1 0.2 -0.1
C 0.1 -0.2 -0.2
Sb 0.0 0.6 0.6
C -0.2 -0.3 0.2
C -0.2 -0.5 -0.5
C 0.0 0.3 0.2

=====

Record 3
Here is a cluster of 2 separate species, C4H8NO3 in total in a non-equilibrium geometry from OMol25. Energies are from ωB97M-V/def2-TZVPD.

Values from the calculation:
Orbital gap   8.45 eV
Molar mass   118.1 g/mol
Charge   -1
Energy relative to the best compared isomer or geometry (same formula, charge and spin)   11.6 kcal per mole

Each line ends with the Mulliken charge.
Atoms and positions in Å:
C: -0.345 -2.016 0.380  -0.792
C: 0.096 -1.895 1.789  0.675
O: 0.685 -2.765 2.411  -0.662
N: -0.254 -0.693 2.345  -0.437
H: 0.235 -0.331 3.149  0.223
H: -0.613 0.009 1.704  0.261
H: 0.054 -1.186 -0.234  0.107
H: -1.383 -1.757 0.208  0.315
H: -0.044 -2.937 -0.105  0.315
C: 0.314 2.583 -1.859  -0.932
C: 0.109 1.105 -1.432  0.674
O: -1.060 0.801 -1.056  -0.748
O: 1.110 0.352 -1.471  -0.767
H: -0.376 3.180 -1.271  0.273
H: 0.134 2.679 -2.933  0.210
H: 1.338 2.874 -1.624  0.284

Atoms 1-6, force components in eV/Å:
C 0.2 0.7 -1.3
C -0.1 -0.1 0.2
O 0.1 0.2 0.1
N -0.2 0.7 -0.1
H 0.0 -0.4 0.0
H 0.2 -0.2 0.1

=====

Record 4
Here is a cluster of 2 separate species, C3H7N in total in a non-equilibrium geometry from OMol25. Energies are from ωB97M-V/def2-TZVPD.

Values from the calculation:
Orbital gap   9.58 eV
Molar mass   57.1 g/mol
SMILES   C#C.CN
Energy relative to the best compared isomer or geometry (same formula, charge and spin)   77.4 kcal per mole

Each line ends with the Mulliken charge.
Atoms and positions in Å:
C: 2.742 -0.565 0.184  -0.206
C: 2.804 0.602 -0.044  -0.353
H: 2.235 -1.622 0.377  0.278
H: 2.822 1.606 -0.626  0.289
C: -1.937 0.255 0.192  -0.586
N: -0.877 -0.366 -0.402  -0.342
H: -2.868 -0.376 -0.109  0.219
H: -1.962 0.339 1.377  0.186
H: -2.160 1.342 -0.031  0.219
H: 0.066 0.119 -0.408  0.124
H: -0.866 -1.335 -0.509  0.173

Atoms 1-6, force components in eV/Å:
C -2.4 -4.0 0.9
C 0.2 3.4 -2.4
H 2.0 2.9 -0.3
H 0.2 -2.3 1.8
C -4.3 0.8 2.9
N 4.1 2.2 -1.4

=====

Record 5
Here is a cluster of 2 separate species, C4H14N2O2 in total in a non-equilibrium geometry from OMol25. Energies are from ωB97M-V/def2-TZVPD.

Values from the calculation:
Orbital gap   9.24 eV
Molar mass   122.2 g/mol
SMILES   NC[C@H](N)CCO.O
Energy relative to the best compared isomer or geometry (same formula, charge and spin)   41.2 kcal per mole

Each line ends with the Mulliken charge.
Atoms and positions in Å:
N: -2.681 -0.513 0.240  -0.590
C: -1.338 0.022 0.549  -0.497
C: -0.352 -0.852 -0.266  0.049
N: -0.241 -2.250 0.153  -0.491
C: 1.135 -0.249 -0.310  -0.946
C: 1.415 0.692 -1.469  -0.325
O: 2.060 -0.005 -2.519  -0.573
H: -3.436 0.162 0.326  0.194
H: -2.939 -1.325 0.762  0.209
H: -1.266 1.075 0.300  0.361
H: -1.038 -0.118 1.648  0.226
H: -0.777 -0.887 -1.269  0.365
H: -0.475 -2.909 -0.588  0.206
H: -0.210 -2.304 1.147  0.206
H: 1.808 -1.078 -0.267  0.421
H: 1.323 0.190 0.662  0.365
H: 2.156 1.465 -1.207  0.249
H: 0.540 1.222 -1.820  0.274
H: 1.687 -0.815 -2.868  0.308
O: 1.175 2.771 2.141  -0.632
H: 1.034 2.792 3.088  0.305
H: 0.420 2.912 1.565  0.316

Atoms 1-6, force components in eV/Å:
N -0.1 1.2 -0.2
C 0.2 -2.3 1.0
C 1.9 0.4 -0.6
N -0.5 1.8 -1.0
C -2.1 0.3 0.6
C 1.0 -0.6 0.4

=====

Record 6
Here is a structure of composition C19H19F3N3O5PdSSi in a non-equilibrium geometry from OMol25. Energies are from ωB97M-V/def2-TZVPD.

Values from the calculation:
Orbital gap   7.39 eV
Molar mass   592.9 g/mol
Charge   -1
Energy relative to the best compared isomer or geometry (same formula, charge and spin)   54.2 kcal per mole

Each line ends with the Mulliken charge.
Atoms and positions in Å:
Pd: 0.175 1.001 -0.741  0.527
O: -0.347 2.887 2.884  -0.674
C: -0.322 1.860 2.232  -0.022
N: -0.942 1.682 1.011  0.190
C: -2.163 2.240 0.845  -0.025
O: -2.965 2.565 1.710  -0.733
C: -2.590 2.451 -0.603  0.395
C: -3.891 2.860 -0.869  -0.664
C: -4.261 3.084 -2.182  -0.300
C: -3.325 2.894 -3.189  -0.758
C: -2.051 2.486 -2.837  -0.420
N: -1.697 2.274 -1.571  0.456
C: 0.521 0.705 2.727  0.572
C: 1.618 0.976 3.539  -0.613
C: 2.384 -0.085 3.982  -0.396
C: 2.021 -1.372 3.608  -0.617
C: 0.897 -1.535 2.816  0.226
N: 0.154 -0.522 2.385  -0.283
H: -4.565 2.991 -0.034  0.515
H: -5.268 3.404 -2.421  0.401
H: -3.574 3.056 -4.230  0.406
H: -1.285 2.306 -3.583  0.424
H: 1.850 2.002 3.785  0.435
H: 3.257 0.085 4.600  0.395
H: 2.598 -2.233 3.920  0.409
H: 0.581 -2.522 2.493  0.049
F: 1.418 2.152 -2.762  -0.257
C: 1.149 0.828 -2.402  0.481
F: 0.484 0.331 -3.477  -0.299
F: 2.360 0.232 -2.415  -0.262
S: 3.735 2.649 0.026  0.674
O: 4.803 3.336 0.691  -0.466
O: 1.855 4.548 -0.898  -0.474
O: 2.673 2.105 0.808  -0.254
C: 0.695 4.289 -0.714  0.096
H: 0.340 3.833 0.227  0.195
H: -0.059 4.410 -1.508  0.184
C: -0.221 -4.786 -2.195  -0.999
Si: 0.259 -4.003 -0.556  0.001
C: 1.948 -4.661 -0.058  -0.952
C: -0.985 -4.529 0.748  -0.964
C: 0.297 -2.203 -0.694  0.221
C: 0.245 -0.986 -0.691  -0.467
H: -0.201 -5.878 -2.136  0.274
H: 0.460 -4.471 -2.987  0.285
H: -1.228 -4.476 -2.482  0.290
H: 1.949 -5.753 -0.012  0.304
H: 2.238 -4.279 0.923  0.268
H: 2.713 -4.345 -0.771  0.303
H: -0.992 -5.613 0.888  0.321
H: -1.990 -4.211 0.465  0.303
H: -0.754 -4.058 1.706  0.297

Atoms 1-6, force components in eV/Å:
Pd -1.0 -0.8 0.0
O 0.0 0.0 0.0
C 0.1 0.0 0.0
N 0.1 -0.1 -0.1
C -0.1 0.0 0.0
O 0.0 0.0 0.0

=====

Record 7
Here is a cluster of 5 separate species, C28H65IO3S in total in a non-equilibrium geometry from OMol25. Energies are from ωB97M-V/def2-TZVPD.

Values from the calculation:
Orbital gap   9.71 eV
Molar mass   608.8 g/mol

Each line ends with the Mulliken charge.
Atoms and positions in Å:
C: 1.339 -2.655 -0.451  -1.204
C: 2.391 -1.842 -1.169  0.122
C: 2.104 -0.324 -1.229  -0.654
I: 1.760 0.275 -3.277  0.018
O: 1.082 -0.013 -0.300  -0.002
S: 0.148 1.331 -0.517  0.449
O: 0.422 2.139 0.611  -0.465
O: -1.274 0.660 -0.155  -0.183
C: -1.915 0.057 -1.282  -0.454
H: 0.363 -2.512 -0.888  0.098
H: 1.611 -3.700 -0.476  0.503
H: 1.280 -2.372 0.588  0.286
H: 3.344 -2.014 -0.684  0.311
H: 2.475 -2.192 -2.188  -0.095
H: 2.992 0.202 -0.929  0.640
H: -1.232 -0.201 -2.087  0.235
H: -2.647 0.736 -1.696  0.292
H: -2.407 -0.852 -0.977  0.039
C: -1.988 4.518 -0.388  -1.324
C: -1.649 4.738 1.083  0.685
C: -2.877 4.968 1.962  -0.711
C: -3.700 6.210 1.616  -0.861
C: -2.922 7.525 1.655  -0.325
C: -2.361 7.857 3.034  -1.156
H: -2.481 5.389 -0.824  0.403
H: -1.082 4.331 -0.968  0.317
H: -2.650 3.656 -0.508  0.238
H: -0.954 5.578 1.177  0.215
H: -1.118 3.861 1.454  -0.355
H: -2.557 5.021 3.007  0.236
H: -3.529 4.091 1.894  0.418
H: -4.542 6.275 2.313  0.415
H: -4.143 6.091 0.624  0.297
H: -3.591 8.332 1.342  0.388
H: -2.109 7.504 0.925  0.225
H: -3.161 7.923 3.774  0.297
H: -1.840 8.816 3.019  0.376
H: -1.649 7.104 3.373  0.250
C: 1.778 0.937 3.376  -1.075
C: 0.425 1.349 3.945  -0.278
C: 0.408 2.772 4.499  -0.463
C: 1.356 3.021 5.673  -0.905
C: 1.135 2.114 6.882  -0.424
C: -0.243 2.274 7.517  -1.200
H: 2.561 0.937 4.137  0.457
H: 1.727 -0.071 2.959  0.200
H: 2.076 1.614 2.574  0.192
H: 0.116 0.637 4.716  0.421
H: -0.321 1.284 3.150  0.150
H: -0.615 3.024 4.796  0.334
H: 0.664 3.466 3.692  0.266
H: 1.252 4.064 5.988  0.428
H: 2.391 2.913 5.335  0.334
H: 1.897 2.344 7.632  0.393
H: 1.289 1.068 6.603  0.243
H: -0.404 3.304 7.841  0.293
H: -0.344 1.629 8.392  0.383
H: -1.041 2.009 6.822  0.281
C: -2.086 -4.185 -0.698  -1.065
C: -3.200 -3.760 0.256  -0.154
C: -3.580 -4.845 1.262  -0.917
C: -4.133 -6.130 0.644  -0.736
C: -5.367 -5.942 -0.237  -0.363
C: -6.570 -5.379 0.514  -1.201
H: -2.382 -5.037 -1.311  0.354
H: -1.832 -3.368 -1.377  0.300
H: -1.184 -4.456 -0.146  0.217
H: -4.078 -3.450 -0.318  0.308
H: -2.868 -2.878 0.811  0.249
H: -4.310 -4.434 1.965  0.341
H: -2.699 -5.098 1.859  0.384
H: -4.377 -6.826 1.453  0.399
H: -3.351 -6.620 0.057  0.304
H: -5.638 -6.912 -0.662  0.374
H: -5.130 -5.295 -1.086  0.249
H: -6.851 -6.032 1.342  0.297
H: -7.432 -5.291 -0.149  0.379
H: -6.366 -4.387 0.919  0.282
C: 5.033 -1.721 -8.544  -1.196
C: 6.078 -1.679 -7.432  -0.334
C: 6.197 -2.993 -6.660  -0.758
C: 4.928 -3.422 -5.922  -0.860
C: 4.393 -2.404 -4.917  0.031
C: 5.364 -2.105 -3.778  -1.041
H: 4.032 -1.903 -8.152  0.283
H: 5.006 -0.773 -9.083  0.375
H: 5.264 -2.509 -9.264  0.298
H: 5.851 -0.858 -6.747  0.238
H: 7.051 -1.449 -7.872  0.373
H: 7.023 -2.911 -5.949  0.296
H: 6.478 -3.789 -7.356  0.402
H: 5.131 -4.363 -5.402  0.396
H: 4.141 -3.647 -6.648  0.328
H: 3.463 -2.791 -4.493  0.186
H: 4.130 -1.472 -5.424  0.143
H: 5.610 -3.016 -3.227  0.278
H: 4.925 -1.395 -3.075  0.193
H: 6.295 -1.669 -4.144  0.372

Atoms 1-6, force components in eV/Å:
C 0.1 0.2 0.1
C -0.3 0.2 -0.2
C 0.2 -0.7 0.7
I -0.1 0.1 -0.1
O -0.3 -0.1 -0.6
S -0.3 -0.6 -0.9

=====

Record 8
Here is a cluster of 2 separate species, C4H13NO2 in total in a non-equilibrium geometry from OMol25. Energies are from ωB97M-V/def2-TZVPD.

Values from the calculation:
Orbital gap   9.52 eV
Molar mass   107.2 g/mol
SMILES   CN(C)CCO.O
Energy relative to the best compared isomer or geometry (same formula, charge and spin)   30.6 kcal per mole

Each line ends with the Mulliken charge.
Atoms and positions in Å:
C: -0.428 1.354 1.309  -1.041
N: -0.500 0.041 0.692  0.034
C: -0.908 -0.953 1.714  -1.081
C: 0.735 -0.365 0.043  -1.047
C: 0.512 -1.361 -1.096  -0.439
O: 1.045 -0.774 -2.283  -0.481
H: -1.446 1.637 1.582  0.333
H: 0.198 1.400 2.212  0.363
H: -0.091 2.137 0.637  0.345
H: -0.475 -0.697 2.682  0.370
H: -0.520 -1.913 1.380  0.366
H: -1.993 -0.977 1.731  0.318
H: 1.517 -0.736 0.727  0.312
H: 1.272 0.512 -0.333  0.795
H: -0.559 -1.532 -1.243  0.292
H: 1.009 -2.314 -0.899  0.349
H: 1.331 -1.429 -2.903  0.289
O: -0.248 2.371 -1.873  -0.678
H: -0.679 1.961 -2.619  0.300
H: 0.227 1.642 -1.460  0.300

Atoms 1-6, force components in eV/Å:
C -0.5 0.3 0.1
N 0.5 -0.2 0.5
C 0.3 0.5 -1.3
C 0.6 0.3 0.2
C 0.2 0.1 -0.3
O 0.0 0.8 0.3